Entry 1:
Here is a cluster of 2 separate species, C6H3F7N2 in total in a non-equilibrium geometry from OMol25. Energies are from wB97M-V/def2-TZVPD.

Each line ends with the Löwdin charge.
Geometry (Å):
C (0.51377, 1.65440, 0.60425)  -0.0476
C (0.55373, -0.37019, -0.39151)  -0.1516
C (-0.20043, 0.68874, 1.27610)  -0.0681
C (-1.46773, 0.83432, 3.20909)  -0.0837
C (-1.16781, 2.30230, 3.45002)  -0.5818
C (-1.00450, -0.25638, 4.08552)  -0.5843
N (-0.19425, -0.52629, 0.72147)  0.0840
N (0.94557, 0.91326, -0.46846)  0.0369
F (-2.65439, 0.70043, 2.66307)  0.1398
F (0.09006, 2.62517, 3.68895)  0.1715
F (-1.79029, 2.84479, 4.59732)  0.0742
F (-1.62611, 3.12384, 2.55700)  0.1924
F (-1.93948, -1.25999, 4.15105)  0.1337
F (0.08509, -0.81897, 3.68690)  0.2066
F (-0.90543, 0.14702, 5.37969)  0.1500
H (0.58762, 2.62422, 0.82948)  0.0709
H (0.78207, -1.05573, -1.15339)  0.1100
H (1.50781, 1.23193, -1.22732)  0.1471

Properties
- LUMO: -0.53 eV
- Orbital gap: 9.09 eV
- Net charge: 0



Entry 2:
Here is a structure of composition C6H3FGdO8 in a non-equilibrium geometry from OMol25. Energies are from wB97M-V/def2-TZVPD.

Each line ends with the Löwdin charge.
Geometry (Å):
C (2.57605, 0.81380, -0.42045)  -0.5799
C (1.72337, -0.40346, -0.65808)  -0.0640
O (2.36974, -1.47592, 0.00718)  0.0735
C (3.30890, -1.03672, 0.86295)  -0.5905
O (3.54998, 0.25211, 0.70194)  0.1459
O (3.71024, -1.71081, 1.77732)  0.1628
O (2.00517, 1.94271, -0.16747)  -0.3268
F (3.51306, 0.96233, -1.44631)  0.0758
H (1.60642, -0.60317, -1.72733)  0.1415
O (-1.84942, 1.74875, 0.27376)  -0.1822
C (-2.46998, 0.65173, 0.18111)  -0.3351
C (-2.13498, -0.67547, 0.11323)  0.1523
O (-3.29522, -1.38311, 0.48635)  0.1834
C (-4.33134, -0.55093, 0.41911)  -0.4963
O (-5.48149, -0.86392, 0.28492)  0.2623
O (-3.85782, 0.71026, 0.29276)  0.2239
Gd (0.06011, 3.17387, -0.00811)  1.8407
H (0.54612, -0.37334, -0.32106)  0.1435
H (-1.54890, -1.17870, -0.65181)  0.1693

Properties
- ΔE to the lowest compared entry with this formula, charge and spin: 0.0 kcal/mol
- LUMO (alpha / beta): -5.81 / -7.69 eV
- Orbital gap (alpha / beta): 7.23 / 5.32 eV
- 2S+1: 8
- Net charge: +1



Entry 3:
Here is a structure of composition C6H3NO4Ti in a non-equilibrium geometry from OMol25. Energies are from wB97M-V/def2-TZVPD.

Each line ends with the Löwdin charge.
Geometry (Å):
O (0.63491, -2.85289, -1.32841)  0.3027
C (0.56471, -1.69632, -1.28463)  0.0197
Ti (0.61971, 0.38034, -1.10791)  0.9564
O (-2.48106, 0.35861, -3.09870)  0.2580
C (-1.48217, 0.37860, -2.55211)  0.1090
C (2.36464, 0.37532, -2.02144)  0.0418
O (3.38191, 0.36530, -2.60046)  0.3360
C (0.48017, 2.45212, -1.04016)  0.0410
O (0.49590, 3.61268, -1.00867)  0.3037
C (-0.96320, -0.69892, 3.09441)  0.0629
C (-0.37498, -0.28562, 1.84323)  -0.0053
N (0.11516, 0.03933, 0.82306)  0.1017
H (-0.25514, -1.36138, 3.64408)  0.1586
H (-1.90823, -1.25796, 2.91171)  0.1546
H (-1.19232, 0.19078, 3.72599)  0.1591

Properties
- ΔE to the lowest compared entry with this formula, charge and spin: 0.0 kcal/mol
- LUMO (alpha / beta): -16.77 / -16.52 eV
- Orbital gap (alpha / beta): 8.26 / 8.74 eV
- 2S+1: 2
- Net charge: +3